{
  "formula": "C5H13N2O",
  "method": "ωB97M-V with the def2-TZVPD basis set",
  "e_above_lowest_kj_mol": 157.67,
  "e_tot_ev": -10416.5617,
  "gap_ev": 8.8169,
  "charge": 1,
  "lumo_energy_ha": -0.126,
  "symbols": ["C", "N", "C", "N", "H", "H", "H", "H", "H", "H", "H", "C", "C", "C", "O", "H", "H", "H", "H", "H", "H"],
  "positions_angstrom": [[-0.658731, -1.627365, -2.131511], [-0.953171, -1.355657, -0.716886], [-0.212852, -1.829323, 0.230614], [-0.424163, -1.689928, 1.534971], [-0.352766, -0.701904, -2.609754], [-1.538842, -2.013980, -2.633365], [0.132277, -2.366411, -2.162615], [-1.703776, -0.736493, -0.434754], [0.663229, -2.428381, 0.004317], [-0.823563, -0.846655, 1.925805], [0.183585, -2.170495, 2.173732], [-0.736579, 2.320904, 0.919059], [0.327391, 1.785679, 0.001553], [1.495783, 1.351276, 0.436086], [2.397630, 0.739717, -0.392056], [-1.569630, 1.619455, 1.035969], [-0.306313, 2.491918, 1.909374], [-1.165443, 3.264827, 0.590846], [0.093861, 1.846650, -1.056770], [1.838938, 1.466497, 1.457859], [3.313141, 0.879663, -0.082469]],
  "forces_ev_per_angstrom": [[-0.2, 0.5, 0.1], [0.3, 0.0, 0.2], [0.4, -0.4, 0.9], [0.1, 0.7, -0.1], [0.1, 0.0, -0.1], [-0.1, -0.1, 0.1], [0.1, 0.0, -0.1], [-0.1, 0.0, -0.4], [-0.3, -0.2, -0.5], [-0.5, -0.1, -0.2], [0.3, -0.1, 0.0], [0.4, -0.1, 0.4], [-0.8, 0.4, 0.0], [0.6, 0.0, -0.1], [0.6, 0.0, -0.1], [-0.1, 0.0, 0.0], [-0.2, 0.0, 0.0], [0.0, 0.0, -0.2], [0.3, -0.4, -0.1], [-0.3, -0.1, 0.2], [-0.7, -0.1, -0.1]]
}

{
  "formula": "C5H13N2O",
  "method": "ωB97M-V with the def2-TZVPD basis set",
  "e_above_lowest_kj_mol": 209.52,
  "e_tot_ev": -10416.0244,
  "smiles": "N/C=[NH+]\\CCCCO",
  "gap_ev": 10.8070,
  "charge": 1,
  "lumo_energy_ha": -0.122,
  "symbols": ["N", "C", "N", "C", "C", "C", "C", "O", "H", "H", "H", "H", "H", "H", "H", "H", "H", "H", "H", "H", "H"],
  "positions_angstrom": [[-2.246791, -0.037210, -0.137867], [-2.091760, 0.098216, 1.201646], [-1.056288, 0.670598, 1.775090], [0.055964, 1.032868, 0.925678], [1.064452, -0.174424, 0.821626], [1.717049, 0.021640, -0.579879], [1.225022, -0.733119, -1.805419], [-0.124018, -0.786636, -1.581736], [-3.045301, -0.321610, -0.689328], [-1.419002, 0.314070, -0.696074], [-2.941803, -0.126324, 1.963368], [-0.917871, 0.459881, 2.720985], [-0.246426, 1.562060, -0.072420], [0.653888, 1.843424, 1.432530], [0.488378, -1.180416, 0.825282], [1.722430, -0.023968, 1.615849], [1.606070, 1.038152, -0.867585], [2.764813, -0.164148, -0.439908], [1.575212, -0.144741, -2.688945], [1.712487, -1.712634, -2.025641], [-0.496504, -1.635678, -1.697250]],
  "forces_ev_per_angstrom": [[2.1, 1.4, 1.6], [-3.1, -0.1, 0.0], [-0.9, -0.1, -2.9], [1.9, 1.2, 0.1], [-3.2, -0.4, -3.5], [1.7, -0.8, 0.8], [2.5, -0.2, 0.0], [-1.8, 0.9, -0.7], [-0.3, 0.0, 0.8], [-1.3, -1.1, 0.5], [1.4, -0.2, -1.9], [0.2, 0.1, 1.6], [0.2, -1.4, 1.9], [-0.9, -0.6, -0.4], [1.1, 1.6, 0.4], [1.3, -0.4, 1.1], [0.2, 1.1, 0.1], [0.8, 0.1, -0.3], [-0.9, -0.1, 0.4], [-0.6, 0.3, 0.8], [-0.4, -1.4, -0.5]]
}

{
  "formula": "C5H13N2O",
  "method": "ωB97M-V with the def2-TZVPD basis set",
  "e_above_lowest_kj_mol": 535.99,
  "e_tot_ev": -10412.6408,
  "gap_ev": 9.8154,
  "charge": 1,
  "lumo_energy_ha": -0.143,
  "symbols": ["C", "C", "C", "C", "C", "N", "N", "O", "H", "H", "H", "H", "H", "H", "H", "H", "H", "H", "H", "H", "H"],
  "positions_angstrom": [[2.276487, 0.269315, 0.418707], [0.646615, -1.916620, -0.206581], [-1.687771, -0.301815, 0.435514], [-0.357276, 1.579650, 0.840744], [-0.324583, 0.579798, -1.319173], [0.590106, -0.640180, 0.542421], [-0.464607, 0.255612, 0.102168], [2.788422, 0.199804, -0.640629], [2.547868, 0.622760, 1.540527], [0.837296, -1.643542, -1.300359], [1.460005, -2.606832, 0.090963], [-0.286323, -2.405636, -0.053379], [-2.614685, 0.041286, -0.043170], [-1.714348, -1.326137, 0.252236], [-1.659702, -0.219029, 1.452429], [-1.309489, 2.054866, 0.687821], [-0.257001, 1.414120, 1.869209], [0.470574, 2.167911, 0.567471], [-1.046700, 1.300015, -1.552499], [0.689372, 0.832789, -1.708356], [-0.584250, -0.258136, -1.976073]],
  "forces_ev_per_angstrom": [[-1.6, -1.6, 0.0], [1.1, 1.8, -1.9], [-3.2, -1.1, -0.5], [-0.9, -1.0, -0.3], [0.7, -1.2, -2.4], [3.1, 0.8, 1.9], [4.0, 2.1, -1.8], [-0.5, 0.5, 2.4], [-0.5, -0.7, -2.7], [-0.4, -1.0, 1.1], [-0.4, 0.9, 0.4], [-0.5, -0.7, -0.2], [0.7, 0.8, 0.1], [0.2, -1.7, -0.6], [-1.1, 0.1, 2.9], [-0.1, 0.5, -0.3], [0.0, -0.8, 1.6], [0.9, 0.6, -1.0], [-0.8, 1.4, -0.3], [-0.7, 0.3, 1.1], [-0.2, -0.2, 0.6]]
}

{
  "formula": "C5H13N2O",
  "method": "ωB97M-V with the def2-TZVPD basis set",
  "e_above_lowest_kj_mol": 348.94,
  "e_tot_ev": -10414.5794,
  "smiles": "C=C([NH2+][C@@H](C)N)OC",
  "gap_ev": 9.8458,
  "charge": 1,
  "lumo_energy_ha": -0.117,
  "symbols": ["C", "C", "N", "C", "C", "N", "O", "C", "H", "H", "H", "H", "H", "H", "H", "H", "H", "H", "H", "H", "H"],
  "positions_angstrom": [[0.373462, 0.137791, -2.039566], [-0.237750, -0.403178, -0.929459], [-1.345578, 0.287516, -0.146878], [-0.814145, 1.292653, 0.933602], [-0.220716, 0.443467, 2.102698], [0.328501, 1.961564, 0.241749], [-0.084993, -1.643930, -0.436644], [0.967659, -2.495868, -0.848255], [1.214163, -0.274336, -2.512248], [0.142441, 1.107135, -2.290959], [-1.966005, 0.710999, -0.913080], [-1.713593, -0.497906, 0.537827], [-1.588860, 2.082160, 1.207257], [0.704552, -0.204575, 1.750037], [-0.020516, 1.087292, 2.868602], [-0.951209, -0.265203, 2.386865], [0.198030, 2.977729, 0.189767], [1.197969, 1.781770, 0.663791], [1.835952, -1.904976, -1.293276], [0.567801, -3.142006, -1.520594], [1.412838, -3.038097, 0.048765]],
  "forces_ev_per_angstrom": [[-1.9, -1.7, 3.7], [1.2, 0.1, -2.5], [0.0, -1.6, 0.3], [3.2, 1.3, -0.9], [0.3, -1.8, -3.9], [-2.8, 1.4, 0.4], [-0.8, 1.0, 1.3], [3.3, 1.9, 2.0], [0.6, -1.0, -0.6], [-0.5, 2.0, -0.5], [0.5, -0.8, 1.9], [-0.2, 1.6, -2.5], [0.6, -1.6, -0.4], [-1.7, 1.7, 0.7], [0.8, 1.5, 2.1], [-0.8, -0.8, 0.8], [0.1, -0.6, 0.0], [1.1, -0.4, 0.6], [-1.2, -0.7, 0.5], [-0.9, -2.1, -2.1], [-1.0, 0.7, -1.0]]
}

{
  "formula": "C5H13N2O",
  "method": "ωB97M-V with the def2-TZVPD basis set",
  "e_above_lowest_kj_mol": 185.99,
  "e_tot_ev": -10416.2682,
  "smiles": "CNC[C@@H]([NH3+])CC=O",
  "gap_ev": 11.0287,
  "charge": 1,
  "lumo_energy_ha": -0.112,
  "symbols": ["C", "N", "C", "C", "N", "C", "C", "O", "H", "H", "H", "H", "H", "H", "H", "H", "H", "H", "H", "H", "H"],
  "positions_angstrom": [[-0.752922, -2.051915, -1.096866], [0.590644, -1.527715, -1.020524], [0.876095, -1.006087, 0.363772], [0.688307, 0.518961, 0.353114], [0.313142, 0.938141, -1.050630], [-0.421476, 0.989399, 1.293865], [-0.587870, 2.476219, 1.440108], [0.053395, 3.249371, 0.760795], [-0.987473, -2.913623, -0.467523], [-1.524572, -1.263511, -1.023665], [-1.023382, -2.327510, -2.125387], [1.276959, -2.258507, -1.121343], [1.848900, -1.415266, 0.633332], [0.177051, -1.431537, 1.081297], [1.630949, 0.991313, 0.628194], [0.548082, 0.082805, -1.615034], [-0.678554, 1.144859, -1.134325], [0.881694, 1.753989, -1.269250], [-1.342938, 0.649210, 0.777294], [-0.451788, 0.524155, 2.281502], [-1.114242, 2.877248, 2.311275]],
  "forces_ev_per_angstrom": [[-1.6, -0.1, -1.7], [0.5, -0.1, 1.7], [-0.7, -0.9, -1.0], [0.1, 0.4, 0.9], [0.9, 0.4, 0.8], [-1.3, -0.4, -0.7], [2.0, 0.8, 0.2], [-0.5, -0.4, -0.3], [0.1, 0.3, 0.3], [0.4, 0.0, 0.9], [0.7, -0.5, 0.0], [-0.1, -0.3, -0.7], [0.2, 0.8, 0.2], [-0.1, -0.1, 0.0], [-0.1, 0.3, -0.3], [0.0, -0.3, -0.2], [0.0, 0.2, -0.1], [-0.4, 0.2, -0.4], [-0.1, -0.1, 0.6], [0.3, -0.1, -0.1], [-0.7, -0.2, 0.0]]
}

{
  "formula": "C5H13N2O2",
  "method": "ωB97M-V with the def2-TZVPD basis set",
  "e_above_lowest_kj_mol": 326.42,
  "e_tot_ev": -12461.6773,
  "gap_ev": 9.7262,
  "charge": 1,
  "lumo_energy_ha": -0.109,
  "symbols": ["C", "C", "C", "C", "C", "N", "N", "O", "O", "H", "H", "H", "H", "H", "H", "H", "H", "H", "H", "H", "H", "H"],
  "positions_angstrom": [[-0.411837, 1.772930, -0.504776], [1.286432, -0.943937, -0.007154], [0.175483, 1.915595, 0.887354], [-0.855178, 2.723661, -1.332322], [-1.623001, -2.261639, -0.108654], [1.463415, -1.399472, 1.163366], [2.144797, -0.475302, -0.891736], [-1.520738, -1.553990, 0.948380], [-2.816729, -2.748600, -0.501455], [-0.162433, 2.740755, 1.459414], [0.020180, 0.975769, 1.524998], [1.323030, 1.918332, 0.630144], [-0.983021, 3.742743, -0.892824], [-1.113235, 2.465560, -2.283883], [0.295190, -1.038061, -0.380600], [2.423800, -1.354038, 1.590306], [0.764341, -2.015125, 1.569868], [-0.391681, 0.765875, -0.768506], [1.799630, -0.029234, -1.792106], [3.118608, -0.447139, -0.619652], [-2.350643, -1.419065, 1.546420], [-2.586409, -3.335616, -1.236584]],
  "forces_ev_per_angstrom": [[-0.3, 1.6, 1.0], [-0.9, 0.5, -3.2], [1.9, -2.2, -0.9], [0.8, 0.6, 4.0], [0.4, -1.6, -2.8], [2.9, -0.7, 2.5], [-0.2, 0.6, -0.1], [-2.7, 0.7, 2.4], [1.2, 1.1, 1.8], [0.1, 1.0, 0.3], [0.0, 1.3, -0.9], [-1.9, 0.4, 1.1], [0.2, -0.8, -1.0], [-0.9, -0.2, -2.4], [-0.7, -0.1, -0.2], [-1.5, -0.3, -0.4], [0.1, 0.5, 0.0], [-0.1, -1.5, -1.2], [0.8, -0.9, 1.8], [0.1, 0.3, -0.6], [1.1, -0.3, -1.2], [-0.2, 0.2, 0.0]]
}

{
  "formula": "C5H13N2S",
  "method": "ωB97M-V with the def2-TZVPD basis set",
  "e_above_lowest_kj_mol": 74.72,
  "e_tot_ev": -19211.5042,
  "smiles": "C[C@@H](C[S-])NCCN",
  "gap_ev": 5.9197,
  "charge": -1,
  "lumo_energy_ha": 0.133,
  "symbols": ["C", "C", "C", "S", "N", "C", "C", "N", "H", "H", "H", "H", "H", "H", "H", "H", "H", "H", "H", "H", "H"],
  "positions_angstrom": [[2.323040, -0.617367, 1.080208], [0.832261, -0.764269, 0.736883], [-0.079611, -0.554630, 1.910854], [-0.158397, -2.037347, 2.968871], [0.559974, 0.215806, -0.392488], [-0.546132, -0.142178, -1.278034], [-1.782127, 0.731064, -1.025500], [-1.879010, 1.886782, -1.929907], [2.444185, 0.106842, 1.879469], [2.618092, -1.536459, 1.610753], [2.893698, -0.502219, 0.157105], [0.674024, -1.732121, 0.246813], [-1.092116, -0.238326, 1.625023], [0.255445, 0.313119, 2.502566], [1.409122, 0.389514, -0.906031], [-0.778575, -1.198201, -1.156552], [-0.192394, 0.051404, -2.292892], [-2.702835, 0.180468, -1.207378], [-1.737231, 1.123252, -0.016310], [-1.735408, 1.656725, -2.899598], [-1.326006, 2.668142, -1.613854]],
  "forces_ev_per_angstrom": [[-0.9, -1.4, 0.9], [0.5, 1.1, -2.0], [-0.5, 0.1, 0.8], [0.0, -0.1, 0.1], [-0.1, 0.2, 0.7], [0.6, 0.6, 0.7], [0.0, 0.3, -1.2], [-0.5, 0.3, 0.6], [0.3, 0.8, -0.5], [0.0, 0.0, -0.5], [0.3, 0.3, 0.3], [-0.1, -0.3, 0.6], [0.1, -0.4, -0.4], [0.3, -0.1, -0.2], [0.0, -0.2, -0.1], [-0.2, -0.3, -0.1], [-0.3, -0.2, -0.2], [-0.1, -0.4, 0.4], [-0.2, -0.2, 0.2], [0.3, 0.1, 0.0], [0.3, -0.1, -0.3]]
}

{
  "formula": "C5H13N2S",
  "method": "ωB97M-V with the def2-TZVPD basis set",
  "e_above_lowest_kj_mol": 37.12,
  "e_tot_ev": -19211.8938,
  "smiles": "CCNC[C@@H](N)C[S-]",
  "gap_ev": 6.1260,
  "charge": -1,
  "lumo_energy_ha": 0.133,
  "symbols": ["C", "C", "N", "C", "C", "N", "C", "S", "H", "H", "H", "H", "H", "H", "H", "H", "H", "H", "H", "H", "H"],
  "positions_angstrom": [[0.364611, 2.635027, -0.676322], [-0.237852, 1.425935, -1.393939], [0.675247, 0.271284, -1.440835], [0.223830, -0.923710, -0.760827], [0.058751, -0.888169, 0.767538], [-1.186730, -0.185249, 1.102275], [0.170851, -2.317583, 1.340703], [-0.604343, -2.578928, 2.973862], [0.017546, 2.726276, 0.355753], [0.180359, 3.576652, -1.213707], [1.467070, 2.597897, -0.625615], [-1.173975, 1.127903, -0.933780], [-0.404492, 1.734017, -2.433878], [1.593847, 0.544017, -1.124882], [-0.712848, -1.236816, -1.228026], [0.911772, -1.742331, -0.991461], [0.854784, -0.260313, 1.174137], [-1.955835, -0.833717, 0.940379], [-1.217605, -0.101307, 2.116840], [-0.267144, -3.021884, 0.632210], [1.242158, -2.549001, 1.419576]],
  "forces_ev_per_angstrom": [[0.4, 0.4, 0.2], [0.8, 0.2, -0.6], [-0.2, 0.2, 0.0], [0.2, -0.5, 0.3], [-0.4, 0.1, -0.2], [-0.2, 0.1, 0.0], [0.2, 0.2, 0.5], [0.1, 0.1, 0.0], [-0.1, 0.0, -0.1], [-0.3, -0.2, 0.2], [-0.3, -0.3, -0.1], [0.0, 0.1, 0.0], [-0.3, 0.0, 0.0], [0.0, 0.0, 0.1], [-0.2, 0.0, 0.1], [0.2, 0.1, -0.1], [0.2, -0.1, 0.1], [0.0, 0.0, -0.1], [0.1, -0.1, 0.0], [-0.1, -0.1, -0.2], [-0.1, -0.1, -0.2]]
}

{
  "formula": "C5H13N2S",
  "method": "ωB97M-V with the def2-TZVPD basis set",
  "e_above_lowest_kj_mol": 289.61,
  "s_squared": 0.753,
  "multiplicity": 2,
  "e_tot_ev": -19206.7168,
  "gap_ev": [9.3674, 6.8415],
  "charge": 0,
  "lumo_energy_ha": [0.020, -0.073],
  "symbols": ["C", "C", "S", "C", "N", "C", "C", "N", "H", "H", "H", "H", "H", "H", "H", "H", "H", "H", "H", "H", "H"],
  "positions_angstrom": [[0.665582, -0.805343, 1.299581], [1.709212, -1.871618, 1.630519], [1.617615, -2.518226, 3.296304], [-0.748616, -1.377294, 1.282965], [-2.072547, 1.538310, -0.577455], [-0.811931, 1.775049, -0.542897], [0.088340, 1.809672, -1.793933], [-0.667217, 1.756184, -3.044323], [0.741043, -0.038008, 2.059586], [0.931419, -0.369030, 0.328127], [2.718652, -1.488473, 1.502266], [1.641455, -2.727387, 0.946431], [-0.809224, -2.225551, 0.601127], [-1.011101, -1.717688, 2.289436], [-1.477434, -0.622973, 1.036468], [-0.275682, 1.921374, 0.397405], [-1.526648, 0.612759, -0.886239], [0.775195, 0.960794, -1.731812], [0.651120, 2.755874, -1.747916], [-1.650554, 1.739161, -2.807106], [-0.488679, 0.892413, -3.538532]],
  "forces_ev_per_angstrom": [[0.1, -0.5, -0.1], [-0.3, -0.1, -0.1], [0.0, 0.0, 0.0], [0.4, -0.1, 0.5], [0.7, -1.3, 0.5], [0.9, 0.9, 0.0], [-0.3, -0.1, -0.2], [0.2, -0.3, 0.3], [0.0, 0.4, 0.1], [-0.1, 0.0, 0.1], [0.2, 0.1, 0.0], [0.0, 0.1, 0.0], [-0.2, 0.0, -0.1], [0.1, -0.1, -0.1], [-0.3, 0.2, -0.3], [0.3, 0.9, 0.3], [-2.0, -0.1, -1.2], [0.3, 0.2, 0.1], [0.0, -0.3, 0.2], [-0.3, 0.1, 0.0], [0.1, 0.0, 0.0]]
}

{
  "formula": "C5H13N2S",
  "method": "ωB97M-V with the def2-TZVPD basis set",
  "e_above_lowest_kj_mol": 242.40,
  "e_tot_ev": -19202.3576,
  "smiles": "C=CS[C@](C)(N)[NH2+]C",
  "gap_ev": 9.1770,
  "charge": 1,
  "lumo_energy_ha": -0.126,
  "symbols": ["C", "C", "S", "C", "C", "N", "N", "C", "H", "H", "H", "H", "H", "H", "H", "H", "H", "H", "H", "H", "H"],
  "positions_angstrom": [[1.309769, 1.353848, 3.383296], [0.490468, 0.943222, 2.438814], [0.673018, -0.654287, 1.723977], [-0.177415, -0.072710, -0.090167], [0.573166, 1.147720, -0.604430], [-1.584927, 0.103111, -0.120435], [0.031510, -1.429726, -0.693435], [-0.393331, -1.827254, -2.008111], [1.069981, 2.274244, 3.799511], [2.230647, 0.821931, 3.678572], [-0.358008, 1.505686, 2.132368], [1.541070, 1.125321, -0.173862], [0.347866, 2.056227, -0.215049], [0.517850, 1.114578, -1.621375], [-1.845336, 1.012480, -0.271267], [-2.067561, -0.304723, 0.636774], [-0.449649, -2.176832, -0.169118], [1.041273, -1.463095, -0.325490], [0.088608, -1.205263, -2.813959], [-0.025832, -2.852328, -2.243848], [-1.452949, -1.722836, -2.011853]],
  "forces_ev_per_angstrom": [[1.0, -1.0, -0.5], [0.8, -1.1, 0.2], [-1.5, 1.1, -1.7], [-2.0, 0.0, 2.7], [0.9, -3.7, 1.2], [1.8, -1.5, 0.0], [3.0, -0.7, 1.9], [2.0, 0.4, -3.3], [0.0, 1.5, 1.0], [-0.7, 0.3, -0.1], [-0.7, 0.3, -0.1], [1.6, -0.6, -0.5], [-2.2, 2.5, 1.1], [0.3, 0.4, -2.9], [-0.9, 2.6, -0.3], [-0.7, -0.6, 0.8], [0.2, 1.0, 1.0], [-0.8, -1.2, -1.7], [-0.7, -0.3, 0.9], [-0.6, 0.6, 0.6], [-0.7, -0.1, -0.3]]
}